Here is a 4-piece molecular cluster, C21H49O15P3 overall from OMol25. Energies are from ωB97M-V/def2-TZVPD.

XYZ file:
```
88
Properties=species:S:1:pos:R:3:forces:R:3
C 6.727025 -3.627366 4.388897 -1.2 -0.5 0.4
C 6.374788 -3.843452 2.942179 0.0 -1.2 -1.0
O 5.067094 -3.293476 2.779861 -2.2 0.3 -0.9
P 3.740343 -4.195850 2.724161 0.3 0.5 -1.6
O 3.591377 -5.128428 3.835625 -0.4 -0.2 0.2
O 2.564443 -3.049484 2.551825 3.7 -0.4 -0.4
C 1.214183 -3.349487 2.731426 -0.6 -2.0 -0.3
C 0.339024 -2.805638 1.634529 -1.2 1.2 -0.6
O 3.926124 -4.996393 1.264857 -0.9 0.4 1.2
C 3.473919 -6.358371 1.071729 -0.6 -1.5 -0.1
C 2.329963 -6.544078 0.023481 1.8 1.6 -0.5
H 5.984609 -2.894612 4.705111 0.9 0.9 0.3
H 6.253411 -4.485090 4.866492 0.6 -0.4 0.4
H 7.757314 -3.493455 4.718571 -0.2 0.2 -0.3
H 6.979728 -3.495226 2.104995 0.2 0.8 0.5
H 6.314167 -4.908540 2.718516 0.0 -0.3 0.1
H 1.130475 -4.422659 2.559981 -0.2 -0.4 0.4
H 0.984044 -3.215534 3.788393 -0.5 0.6 -0.2
H -0.671990 -3.207768 1.699654 0.0 -0.6 0.2
H 0.073822 -1.752855 1.537466 0.7 0.5 0.7
H 0.685454 -3.026228 0.624868 0.4 -0.5 0.2
H 4.301811 -6.994023 0.757663 0.5 0.6 -0.4
H 3.217531 -6.897652 1.983626 -0.3 0.9 0.6
H 2.760801 -6.231529 -0.927722 0.1 0.4 -0.2
H 2.084446 -7.572888 -0.239893 -0.4 0.0 1.0
H 1.538108 -5.815415 0.196990 -0.5 -0.6 0.2
C -3.019411 3.595675 -1.935315 -1.0 0.4 -0.8
C -2.314041 2.344652 -1.452717 0.3 0.9 -0.6
O -3.232115 1.361336 -1.024170 -1.1 -0.8 1.0
P -2.959611 0.057315 -0.135702 0.0 0.3 -0.1
O -1.679138 0.152095 0.616491 -1.0 -0.9 -1.2
O -4.236231 -0.050817 0.864885 1.4 1.7 -3.6
C -4.386191 -1.153229 1.703254 -0.7 0.8 1.6
C -3.906309 -0.644131 3.039146 0.9 -0.2 1.4
O -3.177505 -1.156701 -1.210013 1.4 0.4 1.3
C -4.323355 -1.400026 -2.056331 -0.6 3.0 0.4
C -4.989468 -2.640881 -1.730826 -0.1 -2.1 0.7
H -2.301722 4.342209 -2.275491 0.3 0.0 0.4
H -3.642573 3.477006 -2.821695 0.0 -0.7 -0.1
H -3.723564 4.054836 -1.241453 0.4 -0.1 0.5
H -1.767965 1.935021 -2.302496 0.3 -0.1 0.1
H -1.617478 2.711007 -0.698609 0.1 -0.8 0.4
H -5.471535 -1.253478 1.694857 0.1 -1.0 0.1
H -3.794043 -2.021847 1.415218 -0.4 -0.2 -0.3
H -4.011539 0.422145 3.239363 -0.5 0.1 -0.7
H -4.347910 -1.102341 3.924083 0.0 -0.5 -0.2
H -2.824261 -0.773429 3.062227 0.1 -0.2 0.3
H -5.089556 -0.696214 -1.731252 0.2 0.9 -0.6
H -4.025262 -1.210651 -3.087539 0.0 -0.1 0.1
H -6.055698 -2.680657 -1.953693 0.1 0.2 -0.6
H -4.474582 -3.500254 -2.160316 -0.2 -0.3 0.4
H -4.991039 -2.617555 -0.641080 0.2 -0.8 0.1
C 1.145925 6.944669 0.455660 0.9 -1.9 0.8
C 1.357266 5.506615 1.068696 -0.7 2.1 1.5
O 2.014441 4.636161 0.227026 1.2 -2.3 -2.2
P 3.370658 3.923653 0.741241 0.5 0.0 1.6
O 4.276843 4.920131 1.338023 -0.3 -0.8 -0.6
O 2.921743 2.801400 1.829283 1.8 3.4 -1.1
C 2.025070 1.879206 1.365986 -0.8 -3.2 -0.3
C 0.797556 1.895671 2.229896 -1.3 0.9 0.4
O 3.932666 2.960550 -0.432979 -0.8 0.9 2.6
C 3.809343 3.310925 -1.754648 -1.8 -0.2 -2.5
C 2.488387 2.717723 -2.386767 1.3 0.0 0.1
H 0.359851 6.847548 -0.293183 0.2 0.5 -0.1
H 0.894579 7.613842 1.278536 -0.3 0.0 -0.2
H 2.110761 7.264368 0.061994 -0.2 0.1 -0.3
H 1.946032 5.512416 1.985987 -0.2 0.7 0.3
H 0.375370 5.120674 1.342611 -0.1 -0.3 -0.2
H 1.692711 1.941666 0.329772 0.3 0.8 -0.2
H 2.606899 0.957800 1.341470 -0.5 -0.6 0.4
H 0.880017 2.667913 2.994720 0.5 -0.1 0.2
H 0.005736 2.308001 1.604526 -0.5 -0.4 0.1
H 0.422874 1.012642 2.747552 0.4 -0.3 -0.5
H 3.786286 4.388189 -1.919167 0.3 0.1 0.2
H 4.661799 2.868777 -2.270325 0.0 0.2 -0.1
H 2.486022 3.027755 -3.431746 -0.2 -0.1 -0.1
H 2.559072 1.630762 -2.346537 -0.1 -0.1 -0.1
H 1.547203 3.008032 -1.919854 0.3 0.3 0.2
O -6.869701 1.996295 -3.825626 1.8 -1.5 -0.7
C -5.930563 1.689253 -4.521145 -0.8 2.0 0.0
O -5.898896 2.032372 -5.843118 -0.8 0.2 0.4
C -4.630265 1.869065 -6.369995 1.8 -1.0 -0.4
C -3.745053 1.391948 -5.195935 -0.9 -1.5 -1.5
O -4.730624 1.149643 -4.184741 0.0 0.9 1.3
H -4.602319 1.049456 -7.088026 -0.4 0.4 -0.5
H -4.200357 2.777139 -6.792706 -0.6 0.1 -0.1
H -2.875838 2.044898 -5.116976 -0.4 0.3 1.5
H -3.371403 0.387253 -5.393616 0.3 0.1 -0.2
```
Positions in Å, forces in eV/Å.

The spin multiplicity is 1. The value obtained for the largest force on an atom is 4.237 eV/A. As for the SMILES: CCOP(=O)(OCC)OCC.CCOP(=O)(OCC)OCC.CCOP(=O)(OCC)OCC.O=C1OCCO1. The LUMO energy is 0.2 eV. The calculation puts the energy above the lowest of the compared OMol25 structures with the same formula, charge and spin at 86.22 kcal/mol.